Density functional theory data (ωB97M-V/def2-TZVPD) for 11 unconnected molecules or ions with the total composition C65H151N9O11 in a non-equilibrium geometry.

Structure (XYZ):
```
236
C65H151N9O11 (ωB97M-V/def2-TZVPD)
C -2.21715 -29.00381 -6.14963
C -3.09677 -27.96908 -5.39377
C -2.16636 -26.79614 -5.02579
C -4.18553 -27.50216 -6.29549
C -5.29137 -26.78614 -5.53824
C -5.84594 -27.68389 -4.45291
C -4.75219 -28.11665 -3.50376
C -4.21138 -26.92530 -2.64281
C -5.36380 -29.14997 -2.51394
N -3.75633 -28.77405 -4.33746
O -2.75967 -29.41700 -3.43675
H -2.89161 -29.71374 -6.60104
H -1.53353 -28.52532 -6.85651
H -1.61244 -29.49683 -5.40119
H -1.31183 -27.16867 -4.47514
H -1.83965 -26.49950 -6.02383
H -2.65291 -25.98877 -4.51693
H -3.72382 -26.92422 -7.11151
H -4.53624 -28.45246 -6.81988
H -4.87920 -25.87286 -5.04707
H -6.09768 -26.53675 -6.20392
H -6.16018 -28.60282 -4.97433
H -6.72864 -27.32723 -3.89819
H -4.55653 -26.93245 -1.59562
H -4.42663 -25.89174 -2.98250
H -3.14526 -27.06819 -2.49864
H -5.81158 -29.97978 -3.07812
H -6.19369 -28.70791 -1.98054
H -4.70975 -29.54407 -1.71829
H -2.24609 -28.72556 -2.98910
C 1.12405 -24.05568 -11.45377
C -0.10238 -23.83323 -10.57549
C -0.66930 -22.40067 -10.73917
C -1.22421 -24.78602 -10.95151
C -1.13383 -26.15092 -10.25712
C -0.97461 -25.97552 -8.73916
C 0.25053 -25.16207 -8.38939
C 0.24145 -24.76759 -6.89517
C 1.57522 -26.09554 -8.66259
N 0.13046 -23.95008 -9.11276
O 1.34015 -23.18106 -8.79491
H 1.45864 -25.05972 -11.28535
H 0.90020 -23.77234 -12.52817
H 1.88090 -23.48482 -11.02320
H -1.59285 -22.33326 -10.19368
H 0.07731 -21.63992 -10.43623
H -1.03398 -22.37826 -11.74720
H -2.19052 -24.26898 -10.68405
H -1.34317 -24.85177 -12.02294
H -1.97926 -26.76344 -10.43141
H -0.28771 -26.71534 -10.61551
H -0.85067 -26.99931 -8.34940
H -1.79323 -25.50425 -8.26205
H 1.04089 -23.99033 -6.73606
H 0.43921 -25.64900 -6.29272
H -0.72708 -24.34825 -6.62032
H 1.50415 -26.55734 -9.62883
H 1.66174 -26.84942 -7.85518
H 2.45301 -25.45052 -8.75225
H 1.00020 -22.42285 -8.30845
C -7.92668 -22.86174 -6.83277
C -6.48249 -22.29583 -6.88254
C -6.38079 -20.98252 -6.03809
C -5.53356 -23.38519 -6.37039
C -4.06689 -23.16842 -6.77353
C -4.00464 -23.11454 -8.25861
C -4.84550 -21.91080 -8.84395
C -4.24283 -20.50599 -8.50146
C -4.91301 -22.04004 -10.36746
N -6.18760 -22.07698 -8.30340
O -7.08347 -21.12149 -8.85810
H -8.28316 -22.95714 -5.80219
H -8.62173 -22.17494 -7.36870
H -7.97107 -23.81664 -7.34678
H -6.58378 -20.06944 -6.64436
H -7.17635 -20.90847 -5.27172
H -5.40662 -20.99224 -5.53519
H -5.71795 -23.52030 -5.31077
H -5.86816 -24.30730 -6.87747
H -3.68391 -22.22042 -6.36051
H -3.44035 -23.95682 -6.34847
H -4.42993 -24.00591 -8.68636
H -2.95228 -23.16717 -8.55019
H -4.81573 -19.77618 -9.04344
H -3.20646 -20.47931 -8.85203
H -4.24868 -20.21477 -7.46174
H -5.44838 -22.86494 -10.82084
H -3.89826 -21.99723 -10.72951
H -5.45375 -21.15635 -10.72491
H -7.08695 -20.39427 -8.20745
C -10.67674 -31.71537 -4.28943
C -11.11884 -31.56039 -2.81202
C -12.38684 -32.48818 -2.83720
C -10.07988 -32.02149 -1.82392
C -8.94616 -31.02301 -1.65751
C -9.57570 -29.73675 -1.10943
C -10.58013 -29.18520 -2.03300
C -11.49894 -28.15366 -1.35749
C -9.89724 -28.58914 -3.32018
N -11.49866 -30.23998 -2.41387
O -12.46934 -29.72115 -3.24775
H -10.88860 -32.72724 -4.61559
H -11.29909 -31.01027 -4.85419
H -9.63682 -31.50165 -4.51714
H -12.91966 -32.43418 -1.87835
H -13.05012 -32.12240 -3.63827
H -12.04801 -33.49981 -3.06467
H -10.62280 -32.06169 -0.82947
H -9.56454 -32.97582 -1.87877
H -8.09670 -31.40045 -1.05394
H -8.45994 -30.86380 -2.66056
H -8.76458 -29.00880 -0.80126
H -10.17655 -29.91319 -0.20779
H -12.03579 -28.64776 -0.56476
H -12.12688 -27.60037 -2.04312
H -10.92471 -27.34294 -0.93395
H -10.71998 -28.56984 -4.04236
H -9.07024 -29.26402 -3.67550
H -9.58174 -27.57430 -3.21112
H -13.27934 -29.79884 -2.73381
C -5.80673 -32.61276 -2.71720
C -4.95110 -33.88129 -2.35499
C -5.66916 -35.01200 -3.09699
C -3.55297 -33.84818 -2.94733
C -2.70260 -32.83303 -2.22277
C -2.57422 -33.47647 -0.81420
C -3.87192 -33.64563 -0.06696
C -3.69055 -34.66257 1.06875
C -4.21098 -32.29319 0.57244
N -4.79896 -34.25832 -0.95643
O -6.08396 -34.30874 -0.30676
H -6.64349 -32.89166 -3.38782
H -6.23196 -32.20716 -1.79901
H -5.28154 -31.80317 -3.23121
H -6.68777 -35.02299 -2.86474
H -5.46604 -34.91891 -4.15525
H -5.25039 -35.95695 -2.80378
H -3.17769 -34.88176 -2.82899
H -3.60038 -33.61462 -4.01157
H -1.64043 -32.78362 -2.59061
H -3.07933 -31.78982 -2.21852
H -1.86816 -32.88192 -0.26020
H -2.15495 -34.49454 -0.98662
H -4.61803 -34.89851 1.58130
H -2.92719 -34.35937 1.77781
H -3.34344 -35.63609 0.59535
H -4.10334 -31.46603 -0.17615
H -3.49767 -32.16636 1.33201
H -5.19977 -32.30942 1.03244
H -6.38595 -35.23605 -0.34398
C -6.85028 -19.54159 -1.38970
O -6.67156 -20.73004 -2.09050
C -6.41274 -21.80699 -1.17696
C -6.30250 -23.07646 -1.95682
C -7.56508 -23.24504 -2.86152
N -5.97054 -24.17695 -1.10443
H -5.91439 -19.05300 -1.16052
H -7.43617 -19.60523 -0.47745
H -7.41427 -18.77709 -1.91955
H -5.43637 -21.59439 -0.67538
H -7.19160 -21.89411 -0.41956
H -5.50085 -22.92094 -2.70726
H -7.72374 -22.48177 -3.62331
H -8.44569 -23.19964 -2.20518
H -7.50006 -24.21294 -3.37027
H -6.78861 -24.53977 -0.62298
H -5.75584 -24.98212 -1.66680
C -7.18068 -31.59955 -5.97383
O -6.15691 -32.49852 -6.39902
C -4.82808 -31.90955 -6.39405
C -3.81079 -32.88793 -6.93852
C -2.39192 -32.40554 -6.63470
N -4.02285 -32.92235 -8.40300
H -7.13940 -31.50326 -4.85328
H -8.12063 -32.01428 -6.21316
H -6.98721 -30.61915 -6.40992
H -4.89508 -30.95356 -6.89822
H -4.66651 -31.64967 -5.33006
H -4.05008 -33.80521 -6.46142
H -2.08700 -31.52010 -7.18998
H -1.73015 -33.23240 -6.88307
H -2.36540 -32.11041 -5.58336
H -3.36531 -33.58816 -8.82251
H -4.89360 -33.30145 -8.73722
C 0.81337 -29.28111 -4.04853
O 1.14532 -29.04329 -5.35132
C 1.21075 -30.24069 -6.07072
C 1.98608 -30.12840 -7.38312
C 1.84166 -31.43046 -8.09269
N 3.39064 -29.68780 -7.36567
H 1.51326 -29.94987 -3.49460
H -0.20471 -29.76634 -3.92085
H 0.76892 -28.39129 -3.42352
H 1.76772 -30.92594 -5.46033
H 0.18148 -30.62184 -6.33114
H 1.41968 -29.40619 -8.02179
H 2.34543 -31.46440 -9.05276
H 0.78230 -31.70470 -8.19457
H 2.26837 -32.15731 -7.41084
H 3.41187 -28.79308 -6.82353
H 3.97722 -30.40818 -6.98358
C -6.26113 -29.80197 -9.37961
O -7.54019 -29.32424 -8.87214
C -7.65084 -27.90321 -8.74273
C -8.99694 -27.46674 -8.15672
C -9.05703 -28.07702 -6.77644
N -10.12479 -27.89536 -8.91309
H -5.47441 -29.35083 -8.80260
H -6.09859 -29.64227 -10.42884
H -6.21366 -30.85288 -9.09648
H -6.88247 -27.49193 -8.08730
H -7.47670 -27.44515 -9.70391
H -9.01515 -26.36360 -8.11952
H -9.32643 -29.15315 -6.90223
H -9.88763 -27.71214 -6.12978
H -8.13840 -28.04529 -6.18479
H -10.15807 -28.90487 -8.94646
H -10.31064 -27.49200 -9.82679
C -1.06315 -29.43772 -0.64628
C -0.64166 -27.98390 -0.67261
O -1.06500 -27.30583 -1.82485
H -2.15928 -29.49061 -0.64692
H -0.87868 -29.72313 0.42484
H -0.55941 -30.09592 -1.31992
H 0.45881 -27.89770 -0.65497
H -0.98900 -27.46373 0.20354
H -0.50312 -26.51248 -1.99302
C -1.19087 -30.17044 -9.63273
C -2.67708 -29.94638 -9.79164
O -3.25037 -30.98761 -10.52643
H -0.94586 -31.01785 -8.98197
H -0.59128 -29.31982 -9.34045
H -0.84935 -30.46893 -10.60573
H -2.77305 -29.02378 -10.40578
H -3.18371 -29.80867 -8.84805
H -3.52083 -31.71329 -9.87741
```

Calculated values
Relative energy (zero: lowest compared OMol25 entry of this formula, charge and spin) in kcal/mol: 0.00
Gap between HOMO and LUMO in eV: 8.483
Structure (SMILES): CC1(C)CCCC(C)(C)N1O.CC1(C)CCCC(C)(C)N1O.CC1(C)CCCC(C)(C)N1O.CC1(C)CCCC(C)(C)N1O.CC1(C)CCCC(C)(C)N1O.COC[C@H](C)N.COC[C@H](C)N.COC[C@H](C)N.COC[C@H](C)N.CCO.CCO
HOMO energy in eV: -8.21
F_max in eV/Å: 3.013